1.
DFT (ωB97M-V with the def2-TZVPD basis set) results for C12H12BN6SrTe4 as an isolated structure.

Results
Energy above the lowest of the compared OMol25 structures with the same formula, charge and spin in kcal/mol: 0.0
Net charge: -1
HOMO level in eV: -4.07

Cartesian coordinates (Å):
1 Te 2.61018 -1.81821 -3.77091
2 Te 2.60903 -3.69456 -1.81237
3 Te 0.09832 -3.63245 -0.79114
4 Te 3.06563 0.49244 -2.41685
5 Sr 0.76251 -0.48896 -0.25386
6 N -0.20855 1.01781 1.50373
7 N -0.02490 1.19094 2.82076
8 N 2.18645 -0.24710 3.07756
9 N 2.22844 -0.73140 1.82164
10 N -1.17849 -0.08361 -2.20111
11 N -4.76079 0.36607 -6.16093
12 C -2.47775 -0.30300 -1.98888
13 C -1.31594 1.69400 1.17470
14 C -1.86280 2.31889 2.29349
15 C -1.00146 1.96454 3.31610
16 C 3.99551 -1.51989 2.95648
17 C 3.31429 -1.50267 1.74077
18 C -3.03316 0.13271 -4.26174
19 C -1.68049 0.33638 -4.49848
20 C -0.79385 0.22027 -3.44281
21 C 3.23557 -0.70621 3.77522
22 C -3.99124 0.25987 -5.31531
23 C -3.43885 -0.20060 -2.97332
24 B 1.15126 0.71357 3.74004
25 H -4.48133 -0.38036 -2.75243
26 H 3.36949 -0.42026 4.80537
27 H -1.66208 1.70468 0.15045
28 H 1.74493 1.70903 4.10393
29 H 0.64735 0.14019 4.68396
30 H -1.32328 0.57857 -5.48927
31 H 4.90181 -2.04486 3.20299
32 H -2.75742 -0.58359 -0.97950
33 H 0.27521 0.37207 -3.58883
34 H -1.01253 2.21475 4.36379
35 H 3.55312 -2.00192 0.81291
36 H -2.74420 2.93288 2.35384

Charges in e, computed with natural (NBO), in the same order as the atoms: -0.13, -0.12, -0.75, -0.75, 1.69, -0.41, -0.27, -0.30, -0.42, -0.48, -0.29, 0.05, -0.08, -0.36, -0.01, -0.36, -0.05, -0.13, -0.19, 0.05, -0.02, 0.28, -0.21, 0.19, 0.23, 0.21, 0.20, -0.06, -0.06, 0.24, 0.22, 0.21, 0.25, 0.22, 0.22, 0.22

2.
DFT (ωB97M-V with the def2-TZVPD basis set) results for C11H14BN7RuS as an isolated structure in a non-equilibrium geometry.

Results
2S+1: 5
Net charge: +2
HOMO level (spin up / spin down) in eV: -14.76 / -15.17

Cartesian coordinates (Å):
1 Ru -0.71808 -0.94590 -0.26685
2 S 0.49150 0.92169 3.92909
3 N 0.10641 1.73379 -0.69194
4 N 1.19492 -1.01866 -1.16253
5 N 0.58877 1.93266 -1.97334
6 N -0.76800 0.12727 -3.10730
7 N 1.54033 -0.34431 -2.30246
8 N -1.44697 -0.42325 -2.02072
9 N -0.27852 -0.32750 1.56145
10 C -2.66778 -0.82129 -2.47801
11 C -2.73403 -0.58350 -3.86333
12 C -1.79438 -2.27217 0.59466
13 C 2.67408 -0.85989 -2.77515
14 C 2.14958 -1.95201 -0.90901
15 C 0.62913 3.91917 -1.00980
16 C 0.04030 0.18926 2.60006
17 C -1.52098 0.01430 -4.21990
18 C 0.14121 2.94315 -0.11575
19 C 0.91416 3.22227 -2.18012
20 C 3.08485 -1.87397 -1.92292
21 B 0.65606 0.74252 -2.93548
22 H -1.13402 0.38503 -5.16156
23 H -0.18248 3.12908 0.89666
24 H -3.38534 -1.22265 -1.77556
25 H -1.10800 -3.04426 1.01488
26 H -2.45063 -2.76212 -0.18008
27 H 1.28840 3.53597 -3.14143
28 H 3.96254 -2.46700 -2.04335
29 H 0.75545 4.96242 -0.85688
30 H 2.10377 -2.59700 -0.04071
31 H -2.34411 -1.75754 1.38673
32 H 3.05698 -0.45642 -3.69831
33 H -0.34722 -2.28528 -1.02597
34 H -3.55724 -0.80276 -4.50362
35 H 1.05934 1.05899 -4.01638

Charges in e, computed with natural (NBO), in the same order as the atoms: 0.85, 0.53, -0.19, -0.35, -0.24, -0.32, -0.33, -0.31, -0.40, 0.04, -0.31, -0.80, 0.04, 0.00, 0.01, 0.08, 0.08, -0.02, 0.10, -0.31, 0.52, 0.26, 0.25, 0.25, 0.25, 0.24, 0.28, 0.26, 0.27, 0.24, 0.23, 0.25, 0.24, 0.27, 0.01

3.
DFT (ωB97M-V with the def2-TZVPD basis set) results for C27H30N5O5SeZr as an isolated structure in a non-equilibrium geometry.

Results
Energy above the lowest of the compared OMol25 structures with the same formula, charge and spin in kcal/mol: 25.1
Net charge: +1
HOMO level in eV: -10.52

Cartesian coordinates (Å):
1 Zr -1.17616 -0.41544 -0.05770
2 Se -1.55926 1.56203 -2.73218
3 O -4.82459 -0.80580 1.39020
4 O 1.01536 -1.29571 -0.78677
5 O -0.41999 -2.32300 1.27922
6 O -2.65010 2.94173 0.77848
7 O -2.49448 1.04682 -0.40935
8 N -2.53387 -0.55267 1.52631
9 N -2.68799 -2.09905 -0.86707
10 N -1.64797 1.15367 -4.40790
11 N -1.09251 -0.08561 -2.24954
12 N -0.81756 -2.17332 -3.31116
13 C 4.19165 2.38274 2.56093
14 C -1.36159 -0.86135 -5.78042
15 C 2.14250 1.09870 2.56837
16 C -1.37123 -0.14572 -4.56900
17 C 3.00779 2.00678 1.94923
18 C 1.13350 3.61252 -1.80093
19 C 2.51404 0.57489 3.81076
20 C 0.21169 3.47238 0.80526
21 C 3.69663 0.95403 4.42180
22 C -0.70560 -2.66015 2.64509
23 C 0.32949 4.69478 0.17506
24 C 4.54229 1.85977 3.79807
25 C 0.27391 0.99050 0.82661
26 C 0.91015 0.58887 1.94337
27 C -3.69302 -1.17846 1.16018
28 C 0.88141 -2.71209 -0.65284
29 C 0.51192 2.27549 0.13646
30 C -1.07088 -2.19634 -5.71725
31 C 0.96544 2.37307 -1.18459
32 C -2.63608 1.74551 0.72632
33 C 0.70871 -3.06282 0.80526
34 C 2.37650 -0.86673 -0.64552
35 C -3.46431 -2.46687 0.34507
36 C -2.75085 0.83566 1.95818
37 C -1.07332 -0.85325 -3.35860
38 C -0.81862 -2.80299 -4.47129
39 C 0.79206 4.77252 -1.13444
40 H -0.11238 3.42397 1.83652
41 H -0.97734 -3.71482 2.71825
42 H 1.29087 1.48202 -1.70817
43 H 2.38991 0.21696 -0.67900
44 H 2.79458 -1.18630 0.31033
45 H 2.96781 -1.27828 -1.46450
46 H -1.58095 -0.35271 -6.70954
47 H 0.06516 5.59607 0.71221
48 H 5.47001 2.14944 4.27314
49 H 0.17289 -2.47763 3.26715
50 H 0.89817 5.73462 -1.61751
51 H -0.00469 -2.98759 -1.22428
52 H 0.53223 -4.13492 0.92347
53 H -3.31003 -1.55129 -1.45831
54 H 1.74428 -3.22927 -1.07552
55 H 4.84747 3.08929 2.06858
56 H -4.44521 -2.87528 0.10942
57 H 2.75810 2.42037 0.98316
58 H 1.85917 -0.13053 4.31120
59 H 3.96573 0.54180 5.38576
60 H 1.52915 3.65865 -2.80875
61 H 1.59274 -2.78629 1.38788
62 H -2.01920 1.14857 2.69910
63 H -2.45140 -2.92340 -1.40617
64 H -2.90399 -3.19960 0.92292
65 H -1.53044 -2.03592 2.96649
66 H 0.51022 -0.27781 2.47171
67 H -0.61361 -3.86657 -4.42153
68 H -1.04010 -2.79784 -6.61461
69 H -3.75421 0.95921 2.36690

Charges in e, computed with natural (NBO), in the same order as the atoms: 2.34, 1.36, -0.58, -0.58, -0.59, -0.54, -0.90, -0.88, -0.89, -0.60, -0.89, -0.47, -0.20, -0.11, -0.13, 0.03, -0.19, -0.21, -0.13, -0.13, -0.23, -0.26, -0.20, -0.19, -0.55, -0.15, 0.65, -0.09, -0.11, -0.27, -0.28, 0.79, -0.09, -0.24, -0.30, -0.36, 0.33, 0.11, -0.21, 0.22, 0.19, 0.20, 0.22, 0.19, 0.20, 0.25, 0.23, 0.22, 0.19, 0.23, 0.23, 0.21, 0.40, 0.22, 0.22, 0.23, 0.22, 0.20, 0.22, 0.22, 0.20, 0.24, 0.41, 0.22, 0.24, 0.19, 0.21, 0.24, 0.27

4.
DFT (ωB97M-V with the def2-TZVPD basis set) results for one molecule with the formula C4H7NO2.

Results
SMILES: NC(=O)C[C@H]1CO1
Energy above the lowest of the compared OMol25 structures with the same formula, charge and spin in kcal/mol: 35.4
Net charge: 0
HOMO level in eV: -9.96

Cartesian coordinates (Å):
1 O -0.38063 0.97569 1.57475
2 O -0.98156 -0.81995 -1.97587
3 N 1.85131 0.65567 1.42617
4 C -0.98767 -0.65295 -0.56699
5 C -1.40803 0.43383 -1.45618
6 C 0.33895 -0.81324 0.16276
7 C 0.55701 0.34901 1.11504
8 H -2.48131 0.60963 -1.55901
9 H -1.81120 -1.14762 -0.05429
10 H 2.63372 0.22204 0.96357
11 H 1.17680 -0.93932 -0.53329
12 H 1.99515 1.56515 1.83879
13 H -0.79334 1.30489 -1.68290
14 H 0.29080 -1.74282 0.74744

Charges in e, computed with natural (NBO), in the same order as the atoms: -0.61, -0.49, -0.83, 0.07, -0.10, -0.54, 0.68, 0.18, 0.18, 0.39, 0.23, 0.40, 0.18, 0.24

5.
DFT (ωB97M-V with the def2-TZVPD basis set) results for a 2-piece molecular cluster, C2H5FS2 overall in a non-equilibrium geometry.

Results
SMILES: C=CF.SS
Energy above the lowest of the compared OMol25 structures with the same formula, charge and spin in kcal/mol: 34.6
Net charge: 0
HOMO level in eV: -9.55

Cartesian coordinates (Å):
1 S -3.37695 -1.21162 -0.60832
2 S -2.61443 0.04264 0.80269
3 F 1.50920 -1.96310 0.26657
4 C 1.78920 -0.72798 -0.18480
5 C 2.30916 0.05840 0.69521
6 H 1.80661 -0.60722 -1.24135
7 H -4.48393 -1.72962 -0.18998
8 H 2.35346 -0.12878 1.78496
9 H -1.82202 -0.67434 1.74954
10 H 2.60816 1.14418 0.58208

Charges in e, computed with natural (NBO), in the same order as the atoms: -0.11, -0.14, -0.34, 0.22, -0.49, 0.18, 0.11, 0.21, 0.14, 0.21

6.
DFT (ωB97M-V with the def2-TZVPD basis set) results for C23H22CeN7OS3 as an isolated structure in a non-equilibrium geometry.

Results
Energy above the lowest of the compared OMol25 structures with the same formula, charge and spin in kcal/mol: 93.6
Net charge: +1
HOMO level (spin up / spin down) in eV: -10.15 / -10.15

Cartesian coordinates (Å):
1 Ce -0.88768 1.27471 1.59037
2 S -0.80902 3.27351 -0.14208
3 S -1.47555 1.73778 4.47042
4 S -0.95011 -0.20984 6.80410
5 O -2.89009 0.71627 2.51753
6 N -1.91267 2.29810 -2.35489
7 N -0.00279 -0.58310 4.31556
8 N 0.12687 -0.36923 3.00405
9 N 0.92873 0.10803 0.44567
10 N -0.37603 0.08998 -0.19031
11 N -0.29343 0.82483 -1.37696
12 N -2.13189 1.55587 -3.44187
13 C -1.56471 -1.53204 -5.36985
14 C -1.12540 2.00471 -1.38982
15 C -2.24217 -2.17310 -3.16335
16 C -2.01444 0.15750 -3.70991
17 C 3.18252 0.84224 -0.29506
18 C -0.13678 1.19069 7.60241
19 C 1.10522 1.03310 -1.81486
20 C 2.58583 -2.02414 -0.88202
21 C 0.94205 -1.31361 2.36563
22 C 4.07963 0.96901 -2.63319
23 C 4.14739 1.11948 -1.16711
24 C 1.34479 -1.15493 1.10186
25 C 1.79250 -0.94336 -1.55380
26 C 1.83573 0.33290 -0.69009
27 C -2.83640 0.79906 3.74138
28 C -0.64744 0.16663 5.11805
29 C 1.75013 -0.01975 -2.80775
30 C -3.80875 0.11552 4.62466
31 C -2.33855 -0.83798 -2.79566
32 C -1.64853 -0.19556 -5.00389
33 C -1.84250 -2.53093 -4.44534
34 C 2.28566 -2.09250 0.41756
35 C 3.06440 0.47966 -3.34713
36 H 3.30475 -2.68175 -1.35526
37 H 3.36530 0.96726 0.76662
38 H -2.52133 2.11326 -4.17985
39 H 0.76597 -1.29552 -1.51614
40 H -3.67786 0.39964 5.66282
41 H -2.69255 -0.58413 -1.80964
42 H 0.93869 1.14099 7.45213
43 H -0.36456 1.11350 8.66523
44 H 1.28702 2.08456 -2.01286
45 H 1.09740 -0.37168 -3.60302
46 H 2.75621 -2.82375 1.06525
47 H -3.67247 -0.96463 4.51308
48 H -1.26947 -1.78934 -6.37987
49 H -0.53991 2.13530 7.23376
50 H -1.76853 -3.57384 -4.72562
51 H 5.08782 1.48303 -0.77063
52 H 3.18412 0.43939 -4.42419
53 H 4.96184 1.28348 -3.17808
54 H -1.41266 0.58296 -5.72286
55 H 1.24586 -2.17773 2.94299
56 H -4.81539 0.34937 4.27128
57 H -2.49677 -2.93988 -2.43945

Charges in e, computed with Mulliken, in the same order as the atoms: 0.92, -0.36, -0.26, 0.00, -0.52, -0.81, -1.00, 0.69, 0.65, -0.68, 0.79, 0.05, -0.53, 0.18, -0.62, 0.63, -1.38, -0.81, -0.38, -1.73, -0.61, -0.60, -0.58, 0.43, 0.25, 0.54, 0.92, 0.27, 0.70, -1.22, -0.16, -0.42, -0.59, -0.48, -0.97, 0.43, 0.39, 0.25, 0.49, 0.38, 0.41, 0.31, 0.35, 0.33, 0.54, 0.46, 0.35, 0.38, 0.25, 0.42, 0.44, 0.42, 0.40, 0.41, 0.44, 0.39, 0.42